Formula: C3H7BrO2
Source: the OMol25 dataset
Level of theory: wB97M-V/def2-TZVPD

Relative energy (zero: lowest compared OMol25 entry of this formula, charge and spin): 4.329 eV
HOMO level: -7.133 eV
LUMO: 0.5 eV
Kohn-Sham gap: 7.65 eV

Structure (XYZ):
```
13
Properties=species:S:1:pos:R:3:lowdin_charge:R:1
H -0.40 0.88 1.48 0.0191
O 0.14 1.14 -1.33 0.1287
H -2.04 0.56 1.76 0.1022
H 2.60 -1.21 -0.95 -0.0015
H -0.68 -0.63 -1.74 0.1444
O -1.20 -0.19 0.01 -0.0732
H 1.49 -2.56 -0.47 0.0068
C 1.64 -1.40 -0.33 -0.6328
H -1.65 1.79 0.51 0.1006
C -0.34 0.02 -0.93 -0.3878
H 0.12 1.65 -0.52 0.0963
Br 1.64 -0.91 1.51 0.5286
C -1.34 0.88 1.00 -0.0315
```



Formula: C2H9N3O
Source: the OMol25 dataset
Level of theory: wB97M-V/def2-TZVPD

Relative energy (zero: lowest compared OMol25 entry of this formula, charge and spin): 2.772 eV
HOMO level: -19.365 eV
LUMO: -8.2 eV
SMILES: N/C(C[NH3+])=[NH+]\O
Net charge: +2
Kohn-Sham gap: 11.20 eV

Structure (XYZ):
```
15
Properties=species:S:1:pos:R:3:lowdin_charge:R:1
N -0.67 1.41 0.11 0.2482
O -2.79 -0.42 0.20 0.0956
H 1.87 -0.62 1.22 0.1729
N 1.93 0.07 0.50 0.2049
N -1.47 -0.78 -0.01 0.0523
H -3.27 -1.15 -0.21 0.1528
H -0.08 2.16 -0.14 0.1430
H -1.57 1.72 0.40 0.1444
C 1.14 -0.39 -0.69 0.0950
C -0.54 0.13 -0.10 -0.1754
H 1.10 0.05 -1.62 0.1012
H -1.44 -1.83 -0.11 0.2294
H 2.87 0.29 0.24 0.1839
H 1.53 0.94 0.84 0.1536
H 1.39 -1.56 -0.62 0.1982
```



Formula: C4H8N3OS
Source: the OMol25 dataset
Level of theory: wB97M-V/def2-TZVPD

Relative energy (zero: lowest compared OMol25 entry of this formula, charge and spin): 0.458 eV
HOMO level: -13.710 eV
LUMO: -3.9 eV
Net charge: +1
Kohn-Sham gap: 9.81 eV

Structure (XYZ):
```
17
Properties=species:S:1:pos:R:3:lowdin_charge:R:1
H -2.08 -1.83 2.10 0.1520
H -2.04 0.76 2.15 0.1099
H -0.29 2.46 -0.55 0.1472
N -0.68 -1.89 0.64 0.1535
C -1.45 0.19 1.53 0.0306
C -1.40 -1.20 1.48 -0.0554
H 0.74 -2.84 -0.89 0.1238
O 1.00 -1.94 -0.90 0.1500
C -0.65 0.81 0.64 -0.3281
C 0.17 -1.27 -0.09 -0.3922
H 1.16 0.64 -0.57 0.0292
N -0.72 2.09 0.32 0.2101
H 2.97 0.25 -1.38 -0.1451
H -1.32 2.76 0.71 0.1229
H 2.08 -0.02 -3.04 -0.1536
N 0.34 0.08 0.02 0.1635
S 2.17 0.95 -2.17 0.6818
```



Formula: C9H7N3
Source: the OMol25 dataset
Level of theory: wB97M-V/def2-TZVPD

Relative energy (zero: lowest compared OMol25 entry of this formula, charge and spin): 6.423 eV
HOMO level: -8.701 eV
LUMO: -0.2 eV
Kohn-Sham gap: 8.49 eV

Structure (XYZ):
```
19
Properties=species:S:1:pos:R:3:lowdin_charge:R:1
C -1.03 0.47 0.00 -0.1189
N 2.30 1.24 0.04 0.0517
H 4.43 -0.28 0.69 0.0782
H -4.29 -0.90 0.00 0.1017
H -1.64 2.52 -0.05 0.1156
C 3.75 -0.79 0.00 -0.0438
H -4.13 1.64 -0.04 0.1056
N 0.33 0.43 0.01 -0.1019
N 1.07 1.55 0.04 0.0488
C -3.26 0.99 -0.02 -0.0930
C -1.94 -0.90 0.02 -0.1689
C -2.54 -2.11 0.05 0.2555
C -3.36 -0.36 0.00 -0.1607
H 3.65 -1.83 0.28 0.0763
C -1.92 1.48 -0.02 -0.0230
H 4.19 -0.73 -1.00 0.0791
H 0.79 -1.66 -0.02 0.1230
C 1.16 -0.65 0.00 0.0121
C 2.43 -0.11 0.01 -0.3372
```



Formula: C19H16N4O3S2
Source: the OMol25 dataset
Level of theory: wB97M-V/def2-TZVPD

Relative energy (zero: lowest compared OMol25 entry of this formula, charge and spin): 0.000 eV
HOMO level: -8.475 eV
LUMO: -1.0 eV
SMILES: O=C(CCN1C(=O)/C(=C/c2ccccc2)SC1=S)NNC(=O)c1ccncc1
Kohn-Sham gap: 7.52 eV

Structure (XYZ):
```
44
Properties=species:S:1:pos:R:3:lowdin_charge:R:1
H -3.57 -5.10 -1.03 0.1036
H -1.47 3.67 0.69 0.1098
C -0.42 1.57 -0.85 -0.4378
C 2.76 2.80 0.06 -0.4965
C -4.15 1.48 -0.84 -0.1330
H 0.65 -4.70 -1.47 0.1145
N -4.50 2.51 -0.10 0.0636
C 1.47 0.62 2.14 -1.0786
C -3.55 3.26 0.42 -0.1350
S 0.20 -0.53 1.76 1.0494
C -1.82 1.96 -0.59 -0.1261
N 1.86 2.15 -0.72 0.1076
H 3.72 1.76 2.43 0.0900
C -1.54 -2.65 0.10 -0.0397
H -3.88 4.09 1.04 0.1084
N 2.61 0.32 1.46 -0.1036
H 1.78 -2.79 -0.75 0.1315
C -2.19 3.04 0.21 0.0016
S 1.27 1.88 3.16 0.7017
C -2.83 1.16 -1.12 0.0058
H -1.58 -1.72 0.64 0.0511
O 2.53 3.90 0.52 0.0676
O 3.51 -1.13 -0.06 0.1107
H -3.64 -2.97 0.22 0.1064
H 0.38 3.44 -0.28 0.1406
H 4.24 1.35 -0.56 0.1164
C -2.70 -3.36 -0.14 -0.0713
H 4.86 2.66 0.48 0.1290
H -1.42 -5.95 -1.88 0.1047
H 4.67 0.44 1.66 0.1359
C 4.02 1.99 0.30 -0.0581
C -2.66 -4.55 -0.85 -0.0776
C 1.23 -1.39 0.63 -0.4088
C 0.94 -2.43 -0.17 -0.0159
N 0.52 2.54 -0.71 0.1264
H -2.56 0.30 -1.72 0.1172
H 1.96 1.19 -1.05 0.1425
C -0.31 -3.13 -0.37 -0.2092
C 3.82 1.12 1.55 -0.1326
C -0.29 -4.32 -1.09 -0.0270
C -1.45 -5.03 -1.32 -0.0772
H -4.96 0.89 -1.24 0.1072
O -0.09 0.44 -1.20 0.0451
C 2.57 -0.78 0.61 -0.4600
```



Formula: CH3ClFOP
Source: the OMol25 dataset
Level of theory: wB97M-V/def2-TZVPD

Relative energy (zero: lowest compared OMol25 entry of this formula, charge and spin): 2.188 eV
HOMO level: -10.657 eV
LUMO: 0.3 eV
SMILES: COP(F)Cl
Kohn-Sham gap: 10.98 eV

Structure (XYZ):
```
8
Properties=species:S:1:pos:R:3:lowdin_charge:R:1
F -1.73 1.80 0.26 -0.4993
H 1.63 -1.00 -0.57 0.0857
Cl -2.77 -0.92 0.22 0.3119
H 1.73 -0.13 0.98 0.0919
O -0.14 -0.41 0.28 -0.5094
C 1.23 -0.18 0.01 -0.1379
P -1.34 0.09 -0.66 0.5766
H 1.38 0.76 -0.52 0.0806
```